Record 1
64
Properties=species:S:1:pos:R:3:forces:R:3:lowdin_charge:R:1 method="wB97M-V/def2-TZVPD" spin_multiplicity=1 total_charge=+4 e_above_lowest_kcal_mol=0.0 homo_lumo_gap_ev="4.15 / 4.12" energy_ev=-124063.4665
C -2.656064 -3.322096 0.001788 0.31 -0.16 0.03 -0.0742
C -5.836640 0.439819 -0.204299 0.03 -0.07 0.04 -0.0272
N 1.299284 3.010653 -0.967441 0.43 -0.16 0.36 -0.4384
C 3.748580 -4.224225 -0.291947 -0.12 0.16 0.04 -0.4834
C 1.329088 -4.712482 0.027590 0.02 -0.08 -0.02 0.0748
H -0.127698 2.063142 3.118193 0.05 -0.01 -0.01 0.1823
H 6.551321 -6.308443 -0.590138 0.00 -0.01 0.00 0.1012
C -1.538648 -2.366332 -0.155355 -0.11 -0.26 0.06 -0.1402
C 2.376098 -3.814186 -0.177351 0.10 0.10 -0.07 -0.1406
H -5.143399 1.243328 -0.408417 0.01 0.00 -0.02 0.1294
O 2.099511 0.137335 0.652585 0.13 -0.42 0.10 -0.1959
H 4.846505 0.190202 -0.990927 -0.04 -0.06 0.00 0.0676
S -1.478880 1.838842 -1.053040 0.08 -0.07 -0.02 0.1720
C -5.437181 -0.929057 -0.057307 0.03 0.19 -0.04 -0.4273
N 0.780131 -1.983819 -0.214472 0.01 -0.35 0.03 -0.0342
S 0.872337 -0.195571 -2.444594 0.16 0.12 0.79 0.3188
H -8.905602 -0.702374 0.412010 0.00 0.01 0.01 0.1179
C 3.349667 0.324945 0.531823 -0.11 0.05 -0.02 -0.6039
C 5.826011 -5.514428 -0.493558 0.00 -0.03 -0.02 -0.3232
C -7.841739 -0.583575 0.243525 -0.03 0.06 -0.02 -0.2600
I 4.808946 2.761069 -0.406005 0.02 0.21 0.02 1.0408
N 0.830462 2.147822 0.052444 0.02 0.17 -0.17 -0.1289
H -3.149384 0.389374 -0.413186 0.00 -0.01 0.06 -0.0124
S -0.056836 0.333026 -4.010423 -0.26 0.11 -0.35 0.2516
C 4.000279 0.818077 -0.717434 0.00 -0.14 -0.05 -0.5698
H -3.189833 -5.413928 0.310276 -0.02 0.02 0.00 0.1442
H 3.293614 0.874325 -1.537236 0.01 0.00 0.02 0.0062
H -7.691150 1.578277 -0.089798 -0.01 0.00 -0.01 0.1423
H 5.109383 0.285055 1.543144 0.00 -0.01 0.01 0.1350
H 0.608509 4.163801 2.644711 0.01 -0.02 0.02 0.1584
C 4.882581 -3.427752 -0.326449 0.12 0.04 -0.03 -0.0917
O 1.571907 2.467196 -2.007716 -0.18 -0.03 -0.23 -0.0389
C 2.020832 -2.444954 -0.299156 -0.14 0.06 -0.08 -0.0386
S 4.180671 -5.884867 -0.400937 0.05 -0.21 -0.01 1.1526
H 7.061422 -3.740247 -0.483458 0.00 0.01 0.00 0.1265
N -0.207387 0.457148 1.791193 -0.18 -0.02 0.24 -0.0208
N 0.051289 1.790186 2.161506 -0.04 0.04 -0.07 0.0496
C 0.025476 -4.257302 0.065661 -0.17 -0.26 0.04 -0.0937
C -4.188163 -1.474498 -0.193103 0.14 -0.16 0.06 -0.2168
C 0.594882 2.662933 1.276669 -0.11 -0.06 0.29 -0.3903
H 1.210192 4.569743 1.059183 -0.07 -0.03 0.10 0.1236
H -4.729379 -3.549998 0.268172 -0.02 0.01 -0.03 0.1279
S -6.848205 -1.912223 0.298945 -0.09 -0.10 0.04 1.2214
H -1.169762 0.232074 2.039684 0.03 0.03 0.03 0.1331
H 2.794774 -1.733996 -0.519628 0.06 0.05 0.02 0.0958
H 3.734973 -0.264856 2.436805 0.02 -0.02 0.00 0.1502
N 4.125725 0.049518 1.560845 0.02 0.01 0.01 0.2383
C -0.219768 -2.891379 -0.064894 0.02 0.23 0.09 -0.1583
H 0.422389 -0.155256 2.311532 -0.03 0.01 0.00 0.1287
O 1.454267 4.175400 -0.717411 -0.14 0.15 -0.31 0.0998
H -0.884446 -6.230517 0.345680 0.01 0.00 0.02 0.1467
C -1.099510 -5.176956 0.221510 0.19 0.05 -0.03 0.0505
Tc 0.177106 0.134097 -0.338925 0.37 0.48 -0.71 1.0368
N -1.680492 -1.085957 -0.383755 -0.27 0.04 0.06 -0.0692
C -7.177415 0.630330 -0.032333 0.00 -0.08 0.01 -0.0630
S -3.285274 -0.719416 -2.554832 -0.04 -0.09 0.07 0.5494
H 4.864167 -2.348982 -0.251092 0.02 0.00 0.00 0.0943
C -3.922845 -2.863808 0.039279 -0.17 0.25 -0.04 0.0507
N 0.829761 3.884022 1.699969 0.03 0.00 0.01 0.2679
C -3.042262 -0.644338 -0.717958 0.08 -0.12 -0.04 -0.6769
Sb -2.305843 1.401663 -3.197674 0.00 0.07 -0.26 0.7971
H 1.524995 -5.773037 0.129071 0.00 0.00 0.02 0.1275
C 6.069765 -4.163439 -0.441571 -0.12 0.06 0.02 -0.1204
C -2.356700 -4.732507 0.198629 -0.10 0.23 -0.05 0.0269

---

Record 2
48
Properties=species:S:1:pos:R:3:forces:R:3:lowdin_charge:R:1 method="wB97M-V/def2-TZVPD" spin_multiplicity=1 total_charge=+1 e_above_lowest_kcal_mol=39.0 homo_lumo_gap_ev=4.40 energy_ev=-31257.7245
C 2.174327 -0.589560 0.302631 0.17 0.33 -0.23 -0.1887
H 5.028638 -0.700535 -1.629139 -0.19 0.06 0.21 0.1362
H 2.584129 -1.203255 -1.739501 0.21 0.05 0.22 0.1283
H 4.528717 0.709391 2.443452 -0.33 -0.07 -0.54 0.1163
C -2.872089 0.451338 -3.489761 0.34 0.66 0.02 -0.0395
N -1.781185 1.302228 -3.464538 -0.07 0.26 0.01 -0.0805
H -4.979401 0.249267 -3.520218 0.15 0.19 -0.02 0.1144
H -4.103435 -2.762863 1.618815 0.08 0.18 -0.05 0.1325
H -2.620025 -0.606846 -3.497327 -0.16 0.30 -0.03 0.1266
O 6.279960 0.169949 0.438981 -1.46 -0.07 0.36 -0.0413
H -5.385888 2.745629 -3.506512 0.30 -0.14 -0.01 0.1105
C -3.265324 3.182276 -3.479110 0.11 -0.18 0.01 -0.0460
H 0.445873 -1.211684 -0.781331 0.03 0.02 0.03 0.1234
H -4.365820 -1.058664 1.217999 -0.03 -0.05 0.12 0.1289
H 6.467191 1.528026 2.037126 0.18 -0.19 -0.18 0.0998
C -3.867534 -1.733794 1.916198 -0.24 -0.38 -0.25 -0.0902
C -0.080640 -1.199797 1.282399 -0.18 -0.30 0.35 -0.1794
H -1.097729 3.303025 -3.452689 -0.20 -0.34 -0.01 0.1263
C 2.746574 0.052140 1.440669 0.26 -0.21 0.08 0.0031
H 7.927879 0.625919 1.509866 -0.17 0.01 0.11 0.1028
H -1.769077 -1.479606 -0.089942 0.16 0.11 0.24 0.1334
H -0.370277 -0.289293 -3.469645 -0.26 0.41 -0.09 0.0978
C 4.101077 0.297045 1.523306 0.07 -0.03 -0.05 0.0152
C 0.287046 -1.248387 2.677346 -0.08 0.28 -0.39 0.0110
C -1.454934 -1.411174 0.953499 -0.31 -0.02 0.48 0.0587
C 3.031045 -0.803570 -0.827897 -0.24 0.20 0.12 0.0127
H -4.918532 -2.287535 3.777795 0.30 0.23 -0.01 0.1323
C -0.650889 -1.286769 3.684962 -0.30 -0.13 0.18 0.0426
H -0.389286 -1.240350 4.741874 0.07 -0.14 -0.33 0.1357
C -1.982895 2.669816 -3.465486 -0.45 -0.49 0.00 -0.0182
O -3.046182 -1.425531 4.186204 0.67 -0.17 -1.54 0.0286
H 6.655775 -0.200737 2.474669 0.09 0.12 -0.26 0.1050
C -0.505523 0.790132 -3.432102 -0.36 -0.88 0.13 -0.1659
C 4.370628 -0.520855 -0.780445 0.22 0.11 0.26 0.0354
H 2.124310 0.366997 2.276748 0.15 -0.02 -0.37 0.1162
C -2.001733 -1.406502 3.318911 -0.69 0.24 -0.14 -0.1809
H -4.802744 -0.530296 3.472466 0.23 -0.24 0.18 0.1321
C 0.823914 -0.997781 0.215720 0.47 -0.01 0.72 0.0945
H 1.339830 -1.253184 2.949866 -0.35 -0.07 -0.06 0.1121
C -4.287104 -1.492970 3.366094 -0.15 0.30 0.46 -0.0828
C 4.934710 -0.001695 0.416384 0.63 -0.19 0.05 -0.2153
C 6.858500 0.557115 1.705791 0.05 0.04 -0.16 -0.0390
C -4.375441 2.339777 -3.497169 0.00 -0.08 0.02 -0.0708
C 0.592466 1.622587 -3.410666 2.34 1.29 -0.01 -0.3158
N 1.574027 2.273783 -3.395286 -1.75 -1.03 0.07 0.1172
C -4.153810 0.957170 -3.503989 0.14 0.14 0.01 -0.0573
H -3.358002 4.265654 -3.474193 -0.12 -0.24 -0.02 0.1192
C -2.391108 -1.516017 1.957158 0.69 0.10 0.29 -0.1369

---

Record 3
51
Properties=species:S:1:pos:R:3:forces:R:3:lowdin_charge:R:1 method="wB97M-V/def2-TZVPD" spin_multiplicity=1 total_charge=+1 e_above_lowest_kcal_mol=6.4 homo_lumo_gap_ev=7.25 energy_ev=-117606.6803
H 1.764611 2.890901 -0.307852 -0.06 0.08 0.04 0.0821
H 6.442807 1.786748 -1.709474 0.02 0.02 -0.01 0.1239
H -1.515967 3.070729 -1.743577 -0.05 -0.05 0.04 0.0639
C -2.172064 -3.633511 -0.187731 0.06 0.08 -0.01 -0.0347
C 4.637371 1.055618 -0.772589 -0.22 -0.22 0.17 -0.3686
H -3.042030 -0.573283 -2.487252 0.01 -0.03 0.01 0.0988
C 5.428331 2.036644 -1.434511 0.08 0.20 -0.10 -0.0031
C 1.208951 -1.034888 2.224147 -0.30 -0.08 0.14 -0.3396
C 2.092338 -0.567794 3.232973 0.14 0.07 -0.09 -0.2340
H -4.256669 0.949329 2.051510 -0.01 0.00 0.01 0.1110
H -2.043907 1.488091 1.147140 0.01 -0.02 0.02 0.0991
C 2.753953 2.654098 -0.658054 0.00 0.32 -0.09 -0.0342
C -1.358304 -2.531383 -0.378489 -0.09 -0.10 -0.07 -0.1208
C 1.948331 -1.249527 4.406172 -0.09 -0.08 0.02 -0.3927
C -0.597784 -2.611055 1.811677 0.04 -0.01 -0.09 -0.2657
N 5.058163 -0.155726 -0.447159 0.28 0.13 -0.13 -0.2208
H 5.462819 4.014784 -2.181781 0.02 -0.01 -0.01 0.1138
C -1.425570 -3.688555 2.084117 0.01 -0.07 -0.01 -0.0002
H 3.170268 4.560482 -1.473837 -0.01 0.00 0.01 0.1157
C -0.720094 0.543645 -3.089052 0.18 -0.10 0.06 -0.2530
C -4.888971 -0.133646 0.307858 0.04 0.03 0.02 -0.0667
H -2.754285 -4.024593 -1.008154 -0.01 0.01 -0.03 0.1153
C -4.539371 -0.555814 -0.963743 0.00 0.00 -0.05 -0.0702
C -2.225918 -4.198539 1.076287 0.03 0.02 0.05 -0.0291
H -0.692060 2.994182 -0.171970 0.00 0.01 -0.01 0.0457
H -1.627686 0.961823 -3.523680 0.02 0.03 -0.01 0.0570
C -3.987186 0.609071 1.060856 -0.04 0.00 0.01 -0.0649
H -5.242555 -1.122469 -1.559240 -0.01 -0.01 -0.01 0.1110
H 0.147749 1.028370 -3.537344 0.01 0.00 0.01 0.0505
C -2.741505 0.917686 0.543732 0.05 -0.08 -0.01 -0.1084
H -0.656743 -0.519136 -3.321547 -0.04 0.00 0.01 0.0425
C 3.274304 1.364778 -0.405648 0.14 -0.39 0.17 -0.3457
N -0.616786 -2.011226 0.593538 -0.02 0.35 0.43 -0.0043
S 0.730187 -2.445749 4.330173 -0.01 0.08 -0.11 1.0719
C -0.656644 2.664245 -1.209602 -0.06 -0.05 -0.10 -0.2536
H -1.415427 -4.131995 3.069897 -0.01 -0.02 0.01 0.1157
C -2.378453 0.490913 -0.735577 0.02 -0.01 0.03 -0.4107
C -3.288988 -0.246629 -1.484504 -0.06 0.13 -0.05 -0.1152
Se 3.769015 -1.002573 0.366322 -0.05 -0.14 -0.04 1.2139
H 2.494120 -1.110850 5.324819 0.03 0.02 0.01 0.0753
C 3.546079 3.563462 -1.284678 -0.26 -0.07 0.12 -0.0445
H -2.870167 -5.044827 1.270932 -0.01 -0.01 0.00 0.1204
P -0.678492 0.836003 -1.290939 -0.13 0.04 0.22 0.8561
H -5.863402 -0.372728 0.710784 -0.02 -0.01 0.01 0.1103
N 2.636040 0.368157 0.199010 -0.36 0.36 0.01 -0.3459
Pd 0.653389 -0.333053 0.453861 0.46 -0.36 -0.41 0.7081
H 0.246862 3.049615 -1.672575 0.06 0.00 -0.05 0.0244
H -1.290462 -2.044741 -1.340518 -0.04 -0.02 0.00 0.0917
C 4.880142 3.250994 -1.685735 0.25 -0.12 -0.05 -0.0546
H 2.807547 0.231426 3.103753 0.00 0.01 0.03 0.0914
C 0.394102 -2.037494 2.697250 0.01 0.05 -0.12 -0.5279

---

Record 4
53
Properties=species:S:1:pos:R:3:forces:R:3:lowdin_spin:R:1 method="wB97M-V/def2-TZVPD" spin_multiplicity=2 total_charge=+3 e_above_lowest_kcal_mol=30.2 homo_lumo_gap_ev="5.06 / 5.17" energy_ev=-48118.6173
H -1.364700 -1.313199 1.521880 -0.01 -0.01 0.00 0.0005
H -1.662861 -3.637013 2.235158 -0.01 0.00 0.00 0.0000
N 4.582108 -0.722625 0.161670 -0.11 -0.06 0.00 0.0003
C -5.818543 -1.401340 -0.094811 0.02 0.01 0.01 -0.0004
H -0.081933 5.475818 0.386988 0.00 0.00 0.01 0.0004
C 3.818489 -2.708667 -0.413653 0.01 0.00 -0.01 -0.0003
H 5.934727 -2.162841 -0.693017 0.00 -0.01 -0.01 0.0000
N 0.818202 2.439935 -0.773572 -0.29 0.08 0.26 0.0005
C 5.520086 0.390211 0.357718 0.02 0.04 0.02 -0.0004
C 1.463737 -3.775968 0.962453 0.02 0.06 0.02 -0.0006
N -1.118321 1.576106 0.564725 -0.01 -0.23 0.13 -0.0070
H 6.507096 -0.030693 0.526607 0.00 0.01 -0.01 0.0000
H -4.510211 -3.310559 -2.583625 0.00 0.00 0.00 0.0001
H 2.319444 -4.427182 0.864203 0.01 0.00 0.00 -0.0001
H 3.667259 -3.709250 -0.777114 0.01 -0.01 0.00 0.0000
C 1.544349 -2.449445 0.583509 -0.05 -0.06 0.04 0.0023
C 0.287832 -4.239002 1.527831 -0.01 0.00 0.00 0.0018
C -2.058831 3.734798 1.255567 0.00 -0.01 0.00 0.0103
C -3.520441 -0.829005 -0.503134 -0.04 0.05 0.06 -0.0031
H -2.840089 3.148032 1.726517 0.00 0.00 0.00 0.0000
H 0.201208 -5.274252 1.829853 0.00 0.00 0.01 0.0001
S 2.417059 0.660086 1.044070 -0.07 0.10 0.11 0.0124
C -0.585543 -2.037586 1.338881 -0.01 -0.02 0.04 0.0013
N 2.781586 -1.938760 0.108882 0.09 0.10 -0.01 -0.0002
C 1.450360 5.112023 -1.094013 0.04 -0.02 -0.04 0.0059
C -3.441328 -1.802704 -1.508393 -0.01 -0.02 0.00 -0.0031
Re 0.385056 0.462173 -0.136641 0.58 -0.25 -0.48 0.8195
C -1.020089 2.871383 0.662938 0.08 0.11 -0.12 0.0642
C -2.382888 -0.004876 -0.198695 0.12 0.01 0.00 0.0089
C 1.756673 2.809103 -1.644383 -0.01 -0.02 -0.04 0.0099
H -2.523551 -1.946025 -2.061659 0.01 0.00 0.00 0.0000
C 0.152499 3.398625 -0.060542 0.08 0.02 -0.01 0.0029
C -5.738068 -2.365701 -1.097014 0.03 0.00 -0.01 -0.0058
H 5.226885 0.963472 1.232530 0.01 0.01 -0.01 -0.0002
C -4.717008 -0.627588 0.204208 -0.02 -0.03 -0.02 -0.0029
H 5.534374 1.019937 -0.529350 0.01 0.01 0.01 0.0000
H -6.607749 -2.964871 -1.331973 0.00 0.00 0.00 -0.0002
C 0.454667 4.732275 -0.186011 -0.03 -0.09 0.04 0.0089
H 2.252800 2.017442 -2.191048 -0.01 0.00 0.00 0.0006
C 4.927626 -1.947549 -0.377932 0.01 -0.07 -0.02 -0.0003
H -6.744838 -1.254715 0.442612 0.00 0.00 0.00 0.0001
C -4.554935 -2.565140 -1.801954 -0.01 0.00 0.00 0.0000
N 0.526548 -1.585747 0.714081 -0.27 0.09 0.11 0.0017
C 2.088665 4.143834 -1.843631 -0.01 0.03 0.01 0.0040
O -1.187034 -0.284820 -0.848888 -0.08 0.18 -0.01 0.0437
N -2.353273 0.968626 0.655233 -0.12 -0.02 0.01 0.0092
H 1.698758 6.158175 -1.216920 0.01 0.00 -0.01 0.0001
H -4.770791 0.129489 0.974596 0.00 0.01 0.00 -0.0001
C -0.745354 -3.340834 1.747236 0.01 0.01 0.00 -0.0001
C 3.281334 -0.723037 0.442083 0.03 -0.01 -0.05 0.0078
H -1.592861 4.397036 1.990680 -0.01 0.01 0.00 0.0028
H -2.498278 4.371381 0.482013 -0.01 -0.01 -0.01 0.0048
H 2.840092 4.401010 -2.576726 0.00 0.01 0.00 0.0000